Molecular formula: C15H25O5P
Method: DFT, wB97M-V/def2-TZVPD

Properties
Total energy in eV: -35489.4516
Energy above the lowest of the compared OMol25 structures with the same formula, charge and spin in kcal per mole: 0.0
SMILES string: CCOP(=O)(Cc1ccc(C(C)(C)CC(C)=O)o1)OCC
HOMO in eV: -8.320
Gap between HOMO and LUMO in eV: 9.073
Charge: 0

Element x y z (Å)
H (-5.333, -1.325, 2.582)
H (4.527, 1.279, 2.146)
H (-5.781, -0.621, 1.019)
C (0.074, 1.899, -0.476)
C (-1.299, 2.161, 0.016)
O (-3.613, 0.872, 0.719)
H (1.485, -1.139, -1.245)
H (-3.909, -1.109, -1.275)
H (-1.275, 2.590, 1.018)
H (3.570, -0.939, 2.025)
C (-4.038, 0.258, 1.929)
H (-3.435, -0.609, -2.916)
H (1.868, -0.464, 1.809)
C (2.802, -0.686, 1.292)
H (1.207, -2.856, -0.903)
H (4.821, 1.164, -0.849)
H (-4.569, 1.030, 2.493)
C (3.681, 1.637, 1.565)
H (3.971, 2.559, 1.064)
C (2.599, -1.894, 0.399)
O (-2.430, 0.325, -1.449)
H (0.186, 2.359, -2.602)
C (-2.091, -2.032, -1.992)
H (4.148, -0.440, -1.165)
H (-1.733, -2.276, -0.996)
C (1.363, -1.878, -0.454)
O (-1.480, -0.550, 0.828)
H (5.237, -0.198, 0.195)
H (-1.238, -1.771, -2.612)
H (0.495, -1.587, 0.133)
C (-4.948, -0.927, 1.647)
C (-3.059, -0.863, -1.920)
C (4.439, 0.258, -0.385)
H (-2.592, -2.898, -2.417)
H (-4.386, -1.707, 1.138)
H (-3.163, -0.075, 2.494)
C (2.112, 1.143, -0.259)
O (3.384, -2.812, 0.391)
P (-2.154, 0.539, 0.114)
C (0.646, 1.991, -1.708)
O (0.957, 1.387, 0.404)
C (3.258, 0.583, 0.530)
H (-1.845, 2.813, -0.660)
C (1.973, 1.508, -1.566)
H (2.710, 1.444, -2.340)
H (2.858, 1.854, 2.240)